1.
This record from the OMol25 dataset describes a structure of composition C35H35CoN2O4PS3 at a distorted geometry. The level of theory is ωB97M-V/def2-TZVPD.

Properties
<S²>	1.22
gap between HOMO and LUMO (alpha / beta)	7.7290 / 7.8656	eV
multiplicity	2
ΔE to the lowest compared entry with this formula, charge and spin	44.0	kJ/mol
charge	0
M	733.8	Da
F_max	0.022	Eh/bohr
highest occupied orbital energy (alpha / beta)	-7.45 / -7.51	eV

```
81
Properties=species:S:1:pos:R:3:lowdin_charge:R:1
Co 1.52223 -0.59667 0.20213 0.301
O -0.09527 -1.91150 -0.33095 -0.646
S -0.73905 -2.68400 -1.46821 1.012
C -1.42842 -1.54794 -2.67810 -0.332
C -2.09463 -0.32565 -2.04622 -0.210
C -1.09379 0.82146 -1.95584 -0.246
C -1.56374 1.97590 -1.08281 -0.295
S -0.23118 2.51235 0.02420 1.044
O 0.54623 1.28678 0.40751 -0.566
C 0.80757 3.32134 -1.16647 -0.365
C 2.12479 2.89470 -1.24482 -0.042
C 2.98936 3.57440 -2.09471 -0.081
C 2.53733 4.65392 -2.84228 -0.071
C 1.21302 5.07644 -2.74012 -0.078
C 0.34099 4.41572 -1.88883 -0.089
C -2.27099 -3.23773 -0.73724 -0.374
C -2.27708 -3.39552 0.64472 -0.073
C -3.42573 -3.86535 1.27432 -0.058
C -4.55170 -4.18016 0.52157 -0.076
C -4.52700 -4.03478 -0.86132 -0.073
C -3.38508 -3.56911 -1.49857 -0.080
H -2.10471 -2.16378 -3.27734 0.077
H -0.57159 -1.26942 -3.29491 0.071
H -2.46691 -0.58018 -1.04582 0.106
H -2.96638 -0.03465 -2.63839 0.121
H -0.82033 1.16701 -2.95454 0.124
H -0.18262 0.41969 -1.54074 0.026
H -2.36269 1.68980 -0.39291 0.078
H -1.88622 2.85794 -1.64098 0.086
H 2.46748 2.04782 -0.65257 0.102
H 4.02256 3.25510 -2.16480 0.086
H 3.22087 5.18014 -3.49958 0.112
H 0.86357 5.92765 -3.31433 0.106
H -0.68709 4.75729 -1.79140 0.106
H -1.39312 -3.14475 1.22103 0.087
H -3.43046 -3.98141 2.35551 0.108
H -5.44931 -4.54630 1.01059 0.106
H -5.40307 -4.28002 -1.44994 0.107
H -3.38064 -3.47183 -2.57841 0.103
O 3.53810 1.43592 2.87460 0.057
C 3.02772 0.43953 2.40049 -0.672
O 3.03731 0.09193 1.13109 -0.175
C 2.33533 -0.57764 3.31314 -0.230
P 0.77943 -1.06016 2.50780 1.089
C 0.20320 -2.49435 3.49865 -0.339
C 0.90023 -3.69523 3.33054 -0.101
C 0.55451 -4.82772 4.05381 -0.081
C -0.50573 -4.78121 4.95142 -0.088
C -1.21164 -3.59699 5.12008 -0.083
C -0.86579 -2.45653 4.39479 -0.076
C -0.40960 0.24847 2.94972 -0.371
C -0.12979 1.27914 3.83527 -0.060
C -1.10121 2.23540 4.12685 -0.068
C -2.35714 2.16030 3.54134 -0.086
C -2.64209 1.13133 2.64366 -0.090
C -1.66813 0.18843 2.34290 -0.119
H 2.21419 -0.21988 4.32850 0.087
H 2.96022 -1.46793 3.32457 0.097
H 1.72406 -3.74392 2.62281 0.111
H 1.11002 -5.74793 3.91410 0.105
H -0.77987 -5.66588 5.51638 0.103
H -2.03688 -3.55202 5.82229 0.104
H -1.42689 -1.54168 4.54165 0.101
H 0.85496 1.36588 4.28352 0.104
H -0.87147 3.03823 4.81788 0.107
H -3.11114 2.90424 3.77436 0.102
H -3.62113 1.06919 2.17963 0.104
H -1.87893 -0.60668 1.62715 0.098
C 1.88413 2.60804 -5.63698 -0.030
C 2.71012 1.97388 -4.55525 -0.352
C 4.01681 2.35877 -4.31353 -0.069
C 4.64957 1.74739 -3.24699 -0.180
N 4.08198 0.79659 -2.50494 0.077
C 2.83591 0.42188 -2.85947 -0.752
S 2.06073 -0.91833 -2.01094 0.681
N 2.11547 1.01671 -3.83123 0.106
H 2.42756 3.40343 -6.14820 0.075
H 0.96873 3.02063 -5.20542 0.075
H 1.58997 1.85174 -6.36725 0.081
H 4.51202 3.11290 -4.91736 0.116
H 5.65799 2.03943 -2.95987 0.122
```


2.
This record from the OMol25 dataset describes a structure of composition C35H35N5O4W at a distorted geometry. The level of theory is ωB97M-V/def2-TZVPD.

Properties
gap between HOMO and LUMO	6.7568	eV
ΔE to the lowest compared entry with this formula, charge and spin	134.1	kJ/mol
charge	0
M	773.5	Da
F_max	0.040	Eh/bohr
highest occupied orbital energy	-7.83	eV

```
80
Properties=species:S:1:pos:R:3:lowdin_charge:R:1
W 0.41151 -0.38976 0.14695 2.003
C 3.14041 -2.45087 0.30352 -0.070
N 1.91975 -2.41677 -0.52872 -0.240
C 2.42775 -2.29680 -1.93123 -0.185
C 1.39635 -2.16839 -3.05647 -0.164
C 1.42461 -0.80916 -3.73775 -0.206
N 1.00774 0.25216 -2.82597 0.040
C 1.12135 1.44715 -3.19244 -0.112
C 0.59884 2.60250 -2.41758 -0.131
C 0.53261 3.82832 -3.07099 -0.044
C -0.02860 4.94677 -2.47247 -0.086
C -0.54469 4.83572 -1.18941 -0.072
C -0.48500 3.62916 -0.51042 0.012
C 0.09698 2.52344 -1.11551 -0.274
O 0.18673 1.40643 -0.37629 -0.264
C 1.18977 -3.69593 -0.39762 -0.196
C 1.01245 -4.12536 1.04996 -0.159
C 0.51260 -2.96917 1.91703 -0.244
N -0.30583 -2.08197 1.13772 -0.191
C -1.66737 -1.99783 1.50433 -0.296
C -3.03533 -1.41754 -0.44277 -0.243
C -4.37130 -1.06955 -0.52253 -0.004
C -4.78616 -0.08189 -1.41166 -0.086
C -3.85484 0.56458 -2.21026 -0.083
C -2.51052 0.21227 -2.13699 -0.009
C -2.11314 -0.78311 -1.26884 -0.283
O -0.79821 -1.17657 -1.16189 -0.270
H 3.68826 -3.38026 0.11395 0.105
H 2.90633 -2.38460 1.35942 0.072
H 3.77757 -1.61414 0.04278 0.086
H 3.04611 -3.18563 -2.10082 0.120
H 3.09336 -1.43712 -1.94679 0.103
H 0.39413 -2.35584 -2.67985 0.090
H 1.59374 -2.92635 -3.81709 0.115
H 0.74679 -0.82357 -4.59510 0.122
H 2.43018 -0.59852 -4.12431 0.120
H 1.56796 1.71056 -4.16457 0.131
H 0.92668 3.89453 -4.07947 0.109
H -0.06707 5.88919 -3.00188 0.100
H -1.00077 5.69360 -0.71161 0.105
H -0.87652 3.51032 0.49067 0.123
H 1.73902 -4.47105 -0.94625 0.126
H 0.21507 -3.56987 -0.86410 0.111
H 1.93364 -4.54626 1.46152 0.107
H 0.27458 -4.93165 1.04567 0.117
H 1.33310 -2.41470 2.37818 0.076
H -0.06199 -3.37316 2.75517 0.117
H -1.91490 -2.71639 2.28485 0.150
H -5.07631 -1.57377 0.12696 0.116
H -5.83324 0.18750 -1.46566 0.099
H -4.16507 1.34875 -2.88918 0.100
H -1.76640 0.69603 -2.75724 0.107
O 2.28968 0.07419 -0.36518 -0.279
C 3.00775 1.10712 0.05077 -0.321
C 3.91827 1.71474 -0.82520 -0.004
C 4.67792 2.77429 -0.37978 -0.074
C 4.58904 3.22763 0.94342 -0.086
C 3.72655 2.59252 1.81024 -0.037
C 2.91563 1.54241 1.37149 -0.156
C 2.09626 0.74806 2.28277 -0.183
N 1.22610 -0.11717 1.95392 -0.090
N -1.16699 0.28900 1.30234 0.028
C -1.88854 -0.57627 1.88592 -0.279
O -2.63016 -2.38305 0.44666 0.005
C -2.93989 -0.15222 2.85014 -0.151
C -4.05511 -0.94632 3.09149 -0.030
C -5.02478 -0.52909 3.99477 -0.080
C -4.87252 0.67582 4.66617 -0.092
C -3.75259 1.46661 4.43403 -0.079
C -2.79037 1.05332 3.52567 -0.026
H 3.98730 1.35539 -1.84466 0.114
H 5.35833 3.26260 -1.06714 0.104
H 5.20039 4.05349 1.28104 0.099
H 3.66234 2.90105 2.84879 0.114
H 2.31773 0.89615 3.35060 0.112
H -4.17071 -1.88602 2.56277 0.110
H -5.89739 -1.14459 4.17353 0.101
H -5.62524 0.99824 5.37491 0.099
H -3.62963 2.40348 4.96287 0.101
H -1.91211 1.65320 3.32069 0.108
```


3.
This record from the OMol25 dataset describes a structure of composition C35H36BIrN9OSi at a distorted geometry. The level of theory is ωB97M-V/def2-TZVPD.

Properties
<S²>	0.75
gap between HOMO and LUMO (alpha / beta)	6.9966 / 6.0222	eV
multiplicity	2
ΔE to the lowest compared entry with this formula, charge and spin	54.7	kJ/mol
charge	+2
M	829.9	Da
F_max	0.067	Eh/bohr
highest occupied orbital energy (alpha / beta)	-13.71 / -13.71	eV

```
84
Properties=species:S:1:pos:R:3:lowdin_charge:R:1
Ir -0.16473 -0.16375 0.57174 1.441
C -2.50975 2.86799 -1.22719 -0.007
C -1.76065 1.70284 -1.27026 -0.087
N -1.53937 1.27120 -0.02449 -0.118
N -2.12754 2.13490 0.82775 0.045
C -2.70919 3.11170 0.12130 -0.014
B -1.98452 1.83068 2.33284 -0.674
N -0.48139 2.02056 2.59812 0.033
C 0.14656 3.01942 3.22412 -0.010
C 1.51131 2.85999 3.05132 -0.002
C 1.64210 1.71874 2.27988 -0.098
N 0.42916 1.20895 2.02544 -0.089
N -2.37859 0.35652 2.51537 0.037
C -3.44675 -0.12990 3.15861 -0.003
C -3.51994 -1.48916 2.92056 0.005
C -2.43685 -1.76526 2.09763 -0.124
N -1.75015 -0.64403 1.86831 -0.084
N -2.80068 2.65938 3.28291 -0.030
C -3.93820 3.40537 3.16910 -0.075
C -4.30544 3.80394 4.42197 -0.040
C -3.33434 3.23287 5.27408 -0.124
N -2.45035 2.53433 4.59172 0.070
H -2.86118 3.45402 -2.05723 0.118
H -1.38603 1.15623 -2.12019 0.124
H -3.20856 3.93175 0.60490 0.126
H -0.39719 3.77978 3.75552 0.137
H 2.29495 3.49369 3.42576 0.117
H 2.53540 1.23541 1.92894 0.091
H -4.09396 0.50186 3.74315 0.140
H -4.25563 -2.18166 3.28856 0.117
H -2.13705 -2.70074 1.66786 0.084
H -4.42840 3.58821 2.22871 0.110
H -5.16121 4.39237 4.70281 0.105
H -3.26707 3.29009 6.34833 0.114
C 2.42709 -4.17052 2.33756 -0.056
C 0.93089 -4.27370 2.44110 -0.412
C 0.38721 -5.65173 2.66718 -0.049
C 0.31458 -3.19395 3.28344 -0.066
Si 0.20248 -3.78313 0.18989 0.668
O 0.15854 -2.20776 0.27822 -0.437
C -1.39265 -4.53506 -0.40796 -0.232
C -1.54700 -5.88123 -0.75214 -0.075
C -2.70138 -6.32263 -1.37916 -0.051
C -3.72558 -5.43082 -1.66323 -0.045
C -3.59386 -4.09242 -1.32297 -0.055
C -2.43212 -3.64434 -0.71547 -0.111
C 1.69961 -4.57742 -0.57047 -0.253
C 1.94107 -5.95333 -0.55636 -0.098
C 3.14343 -6.45934 -1.02542 -0.048
C 4.11595 -5.59669 -1.51505 -0.047
C 3.87551 -4.23141 -1.56295 -0.057
C 2.67245 -3.72218 -1.09792 -0.089
H 2.83030 -4.20928 3.35674 0.114
H 2.74884 -3.22462 1.89749 0.088
H 2.86562 -4.98973 1.77405 0.085
H 0.69181 -5.96491 3.67558 0.123
H 0.79934 -6.38317 1.97382 0.077
H -0.70233 -5.68723 2.63340 0.095
H 0.85395 -3.16146 4.23713 0.115
H -0.73317 -3.38673 3.50002 0.083
H 0.40604 -2.20617 2.83463 0.057
H -0.77237 -6.60583 -0.54983 0.089
H -2.79648 -7.36565 -1.64900 0.118
H -4.61775 -5.77656 -2.16796 0.119
H -4.39586 -3.39570 -1.52891 0.115
H -2.32214 -2.58944 -0.50335 0.077
H 1.20722 -6.64707 -0.17136 0.085
H 3.32042 -7.52623 -1.00372 0.118
H 5.05815 -5.99352 -1.86866 0.117
H 4.62566 -3.56049 -1.96125 0.107
H 2.48201 -2.65561 -1.14013 0.078
N 1.81205 -0.13860 -0.14937 0.059
C 2.95496 -0.15419 -0.24701 -0.088
C 4.37460 -0.17449 -0.33379 -0.218
C 5.01653 -0.07276 -1.57013 -0.012
C 6.39724 -0.09499 -1.61382 -0.041
C 7.13203 -0.21632 -0.44015 -0.028
C 6.48989 -0.30726 0.78999 -0.043
C 5.11067 -0.28877 0.85204 -0.021
H 4.43562 0.02828 -2.47721 0.129
H 6.90631 -0.01269 -2.56392 0.122
H 8.21246 -0.23768 -0.48329 0.123
H 7.06906 -0.38880 1.69924 0.121
H 4.59931 -0.36203 1.80362 0.118
```


4.
This record from the OMol25 dataset describes a structure of composition C35H36Cl3N9O3RhS at a distorted geometry. The level of theory is ωB97M-V/def2-TZVPD.

Properties
<S²>	6.04
gap between HOMO and LUMO (alpha / beta)	4.9115 / 5.3894	eV
multiplicity	5
ΔE to the lowest compared entry with this formula, charge and spin	58.7	kJ/mol
charge	+1
M	872.1	Da
F_max	0.041	Eh/bohr
highest occupied orbital energy (alpha / beta)	-8.12 / -10.76	eV

```
88
Properties=species:S:1:pos:R:3:lowdin_charge:R:1
Rh 1.78481 -1.70432 0.98075 1.223
Cl 8.03866 0.64355 2.15272 0.726
C 6.33773 0.52960 1.96904 -0.670
C 5.75229 -0.69954 1.76881 -0.023
C 4.35923 -0.80529 1.63676 -0.188
N 3.62942 -1.92995 1.51732 -0.020
C 4.14609 -3.22673 1.39908 -0.475
O 5.35339 -3.48919 1.40829 0.031
C 3.09164 -4.19649 1.19348 -0.233
C 3.33819 -5.57796 1.09874 -0.008
C 2.28753 -6.44757 0.96695 -0.059
C 0.97891 -5.92985 0.92803 -0.066
C 0.79943 -4.56655 0.98626 -0.144
N 1.81305 -3.70784 1.08752 -0.097
C 3.55561 0.40372 1.64330 -0.182
C 4.17481 1.63685 1.86499 -0.018
C 5.54341 1.70126 2.04945 -0.660
Cl 6.28598 3.20774 2.38787 0.741
N 2.23383 0.17188 1.47439 -0.018
C 1.23111 1.04889 1.88533 -0.406
O 1.32474 2.26462 1.84992 0.109
C 0.06041 0.31999 2.40667 -0.195
C -1.14404 0.96749 2.69923 0.026
C -2.20098 0.22477 3.18088 -0.017
C -2.01017 -1.13616 3.43653 -0.026
C -0.76875 -1.69395 3.17847 -0.133
N 0.22549 -0.99970 2.64755 0.048
H 6.35006 -1.59714 1.75469 0.108
H 4.36040 -5.91779 1.15017 0.120
H 2.45045 -7.51168 0.89987 0.111
H 0.12714 -6.58398 0.84653 0.102
H -0.19422 -4.13792 0.94557 0.094
H 3.57505 2.53541 1.89718 0.109
H -1.21213 2.02887 2.51595 0.125
H -3.16027 0.68274 3.36651 0.117
H -2.80549 -1.74351 3.83608 0.117
H -0.55508 -2.73044 3.41262 0.121
N 5.44326 -0.85955 -1.93692 0.119
C 4.71477 -1.92784 -1.60652 -0.892
N 5.33395 -3.07683 -1.35300 0.146
S 3.02729 -1.79857 -1.60595 0.694
H 6.44030 -0.92448 -2.06433 0.121
H 4.97454 -0.03086 -2.26206 0.102
H 6.33446 -3.10624 -1.22676 0.130
H 4.81853 -3.84838 -0.96102 0.094
C -0.26079 2.62166 -1.20589 -0.033
C -1.11366 2.83926 -2.45940 -0.500
C -0.18095 2.93562 -3.67704 -0.034
C -1.82378 4.19452 -2.31379 -0.030
C -2.17133 1.69658 -2.68026 -0.425
O -2.81934 1.87585 -3.92346 -0.004
C -3.21311 1.58729 -1.53337 -0.101
C -4.54309 2.32366 -1.76871 -0.136
C -5.41039 2.10272 -0.56250 -0.234
C -5.14072 2.77282 0.62860 -0.042
C -5.88453 2.53130 1.76595 -0.109
C -6.91902 1.60537 1.71967 -0.685
Cl -7.83540 1.27768 3.14085 0.682
C -7.21638 0.94128 0.53765 -0.096
C -6.45796 1.18930 -0.59026 -0.026
C -1.51714 0.29929 -2.89750 -0.025
N -1.16255 -0.42973 -1.72096 -0.079
C 0.05444 -0.62398 -1.22419 -0.169
N -0.01936 -1.38285 -0.13872 -0.021
C -1.34550 -1.64034 -0.02769 -0.166
N -2.05043 -1.08345 -0.97321 0.145
H 0.33038 3.51291 -1.01211 0.099
H 0.43047 1.79473 -1.32552 0.057
H -0.86488 2.43590 -0.32231 0.072
H 0.32952 3.89491 -3.67080 0.091
H -0.74337 2.85385 -4.60370 0.092
H 0.58437 2.16335 -3.66626 0.076
H -1.07882 4.97750 -2.18837 0.093
H -2.46588 4.21407 -1.43854 0.078
H -2.40691 4.44532 -3.19863 0.092
H -3.20114 2.75977 -3.95129 0.095
H -2.78295 1.93156 -0.59293 0.102
H -3.47218 0.53545 -1.40204 0.103
H -5.02889 1.91411 -2.65539 0.122
H -4.39243 3.39490 -1.91059 0.110
H -4.34057 3.49764 0.66612 0.115
H -5.67231 3.05599 2.68330 0.104
H -8.03185 0.23769 0.50551 0.107
H -6.68426 0.66811 -1.50802 0.118
H -0.63488 0.40667 -3.52648 0.135
H -2.26255 -0.28037 -3.44591 0.154
H 0.95507 -0.26099 -1.67585 0.062
H -1.77980 -2.24801 0.73710 0.110
```


Question: The highest charge belongs to which entry?
Answer: C35H36BIrN9OSi


Question: Look up the ΔE to the lowest compared entry with this formula, charge and spin of the first one.
Answer: 44.0 kJ/mol


Question: Which value of M does entry 3 give?
Answer: 829.9 Da